1.
{"formula": "C25H16N2O5S2", "method": "wB97M-V/def2-TZVPD", "lumo_energy_ev": -0.6, "e_homo_ev": -8.05, "mol_weight_g_mol": 488.5, "largest_force_ev_per_a": 0.9, "charge": 0, "gap_ev": 7.416, "elements": ["O", "C", "O", "H", "C", "H", "H", "S", "C", "C", "C", "C", "N", "C", "N", "C", "C", "C", "O", "C", "C", "S", "H", "C", "C", "C", "C", "C", "C", "H", "H", "H", "H", "H", "H", "C", "O", "C", "C", "C", "C", "C", "C", "O", "H", "H", "H", "H", "H", "H"], "positions_angstrom": [[1.3472, -4.6274, -5.6677], [1.0923, -4.4222, -4.5153], [0.9504, -5.3951, -3.6104], [1.1175, -6.2630, -4.0108], [0.8896, -3.0611, -3.8964], [0.0750, -3.0932, -3.1795], [0.7211, -2.3062, -4.6600], [2.4253, -2.6587, -2.9742], [1.8859, -1.7314, -1.5804], [2.5862, -1.8615, -0.4142], [2.2397, -1.0855, 0.7176], [1.2208, -0.1871, 0.6078], [0.5214, -0.0346, -0.5483], [0.8216, -0.7783, -1.6810], [0.1948, -0.6138, -2.8129], [-0.7739, 0.3006, -2.8592], [-1.2004, 1.0855, -1.7865], [-0.5228, 0.9716, -0.5349], [-0.7116, 1.5914, 0.4880], [-2.2551, 1.9798, -2.1585], [-2.5717, 1.8454, -3.4738], [-1.6474, 0.6440, -4.3090], [-3.3292, 2.3791, -4.0129], [-2.9308, 2.9251, -1.2647], [-3.4268, 2.5113, -0.0328], [-4.0750, 3.4110, 0.7921], [-4.2377, 4.7284, 0.3978], [-3.7542, 5.1443, -0.8313], [-3.1073, 4.2477, -1.6611], [-2.7184, 4.5729, -2.6153], [-3.8791, 6.1708, -1.1436], [-4.7406, 5.4300, 1.0468], [-4.4547, 3.0823, 1.7482], [-3.3094, 1.4838, 0.2748], [0.9204, 0.4853, 1.3994], [3.0693, -1.2001, 1.9474], [4.2849, -1.3339, 1.8301], [2.4091, -1.1165, 3.2472], [1.0283, -1.3034, 3.4036], [0.4296, -1.1772, 4.6346], [1.1995, -0.8542, 5.7491], [2.5613, -0.6992, 5.6336], [3.1938, -0.8536, 4.3958], [4.5194, -0.7285, 4.3492], [4.8230, -0.9254, 3.4319], [3.1783, -0.4747, 6.4890], [0.7280, -0.7423, 6.7136], [-0.6334, -1.3292, 4.7373], [0.4336, -1.5812, 2.5469], [3.4121, -2.5515, -0.3469]], "forces_ev_per_angstrom": [[0.07, 0.04, -0.26], [-0.02, 0.09, -0.11], [-0.12, -0.41, 0.58], [0.01, 0.27, -0.19], [0.33, 0.00, 0.14], [-0.06, -0.03, -0.12], [-0.05, -0.22, 0.08], [-0.04, 0.12, -0.21], [0.40, -0.41, 0.36], [-0.36, 0.05, -0.56], [-0.29, 0.40, -0.25], [0.61, -0.24, 0.63], [0.03, -0.15, -0.36], [-0.18, 0.24, -0.21], [0.37, -0.27, -0.25], [-0.24, 0.33, 0.47], [0.11, -0.30, -0.46], [-0.16, 0.18, 0.10], [0.06, -0.01, 0.01], [-0.11, -0.02, -0.40], [0.18, -0.15, 0.10], [0.10, 0.10, 0.39], [-0.20, 0.14, -0.04], [-0.16, 0.22, 0.10], [-0.06, 0.07, -0.05], [-0.04, -0.08, 0.05], [-0.02, 0.10, 0.00], [-0.09, 0.12, 0.03], [0.04, -0.12, 0.02], [0.06, 0.02, -0.07], [-0.01, 0.08, -0.02], [-0.03, 0.05, 0.05], [-0.04, -0.03, 0.08], [0.04, -0.07, 0.04], [-0.04, -0.07, -0.05], [-0.13, 0.13, 0.01], [-0.07, -0.03, -0.08], [0.25, 0.05, 0.38], [0.04, -0.02, 0.12], [-0.21, -0.04, -0.05], [0.13, -0.02, -0.15], [0.21, 0.00, -0.03], [-0.39, -0.05, -0.13], [0.28, 0.04, -0.10], [-0.19, -0.03, 0.20], [0.07, 0.03, 0.10], [-0.02, 0.02, 0.09], [-0.09, -0.02, -0.01], [-0.05, 0.01, -0.01], [0.08, -0.13, 0.02]]}

2.
{"formula": "CH3I2P", "method": "wB97M-V/def2-TZVPD", "lumo_energy_ev": 0.0, "e_homo_ev": -9.41, "mol_weight_g_mol": 299.8, "largest_force_ev_per_a": 4.2, "charge": 0, "gap_ev": 9.371, "elements": ["C", "P", "I", "I", "H", "H", "H"], "positions_angstrom": [[-1.3521, 0.5883, 1.3798], [-0.0810, 0.5979, 0.4354], [0.8384, -1.6876, 0.4604], [1.8780, -0.7854, -3.5923], [-1.8618, 1.5421, 1.5366], [-1.7489, -0.2655, 2.0331], [2.3274, 0.0102, -2.2530]], "forces_ev_per_angstrom": [[-2.63, -1.32, 3.00], [2.15, -0.02, -1.73], [-0.19, 0.19, 0.13], [0.10, 0.19, 0.24], [0.06, -0.17, -0.18], [0.61, 1.31, -1.19], [-0.09, -0.18, -0.27]]}

3.
{"formula": "C26H67BF4N5O8Pd", "method": "wB97M-V/def2-TZVPD", "lumo_energy_ev": [-3.1, -5.7], "e_homo_ev": [-9.53, -9.53], "multiplicity": 3, "mol_weight_g_mol": 771.1, "largest_force_ev_per_a": 3.1, "charge": 1, "gap_ev": [6.446, 3.807], "s_squared": 2.003, "elements": ["Pd", "B", "F", "F", "F", "F", "C", "O", "C", "C", "N", "C", "C", "O", "C", "H", "H", "H", "H", "H", "H", "H", "H", "H", "H", "H", "H", "H", "H", "H", "C", "O", "C", "C", "N", "C", "C", "O", "C", "H", "H", "H", "H", "H", "H", "H", "H", "H", "H", "H", "H", "H", "H", "H", "C", "O", "C", "C", "N", "C", "C", "O", "C", "H", "H", "H", "H", "H", "H", "H", "H", "H", "H", "H", "H", "H", "H", "H", "C", "C", "C", "O", "C", "N", "H", "H", "H", "H", "H", "H", "H", "H", "H", "H", "H", "C", "C", "C", "O", "C", "N", "H", "H", "H", "H", "H", "H", "H", "H", "H", "H", "H"], "positions_angstrom": [[-3.6516, -1.1833, 1.1826], [-0.9538, -0.9558, -0.8890], [-0.3265, -2.1516, -0.3284], [-1.6512, -1.2578, -2.1020], [-1.9829, -0.5044, 0.1030], [-0.0641, 0.1592, -1.0583], [-4.8586, 0.9004, -1.2564], [-4.5825, 0.5636, 0.1255], [-4.1703, 1.6874, 0.9104], [-4.2022, 1.2978, 2.3378], [-3.1199, 0.3205, 2.7275], [-1.7057, 0.7572, 2.5513], [-1.2453, 1.4003, 3.8317], [-1.0788, 0.4160, 4.8049], [0.2798, 0.1387, 5.1406], [-4.3404, 1.8043, -1.5762], [-5.9357, 1.1135, -1.3931], [-4.6518, 0.0602, -1.9130], [-4.8787, 2.5186, 0.7778], [-3.2176, 2.0956, 0.5571], [-5.1733, 0.8517, 2.5836], [-4.1792, 2.2009, 2.9732], [-3.2425, 0.2043, 3.7440], [-1.5908, 1.5271, 1.7955], [-1.1127, -0.1349, 2.3971], [-1.9586, 2.1310, 4.2531], [-0.3398, 1.9963, 3.6559], [0.3111, -0.6052, 5.9442], [0.8345, 0.9896, 5.5591], [0.9007, -0.2674, 4.3241], [1.9458, -4.3913, -1.7507], [1.2568, -5.0238, -2.8206], [0.6717, -4.0606, -3.7301], [-0.3448, -4.8032, -4.5357], [0.2554, -5.6020, -5.6264], [-0.6256, -6.3141, -6.5296], [0.0809, -6.5515, -7.8469], [1.0565, -7.4941, -7.5975], [2.1555, -7.3905, -8.5519], [2.3370, -3.4172, -2.0599], [2.7707, -5.0356, -1.4399], [1.2728, -4.2907, -0.8857], [1.4884, -3.5759, -4.2594], [0.0909, -3.3755, -3.0784], [-1.1788, -4.1983, -4.9072], [-0.8326, -5.5142, -3.8090], [1.0896, -6.1301, -5.4569], [-1.5276, -5.7318, -6.7229], [-0.8750, -7.3181, -6.1290], [0.5452, -5.6072, -8.1529], [-0.6035, -6.9688, -8.5963], [2.7113, -8.3209, -8.5416], [2.8265, -6.5873, -8.2130], [1.7709, -7.2069, -9.5568], [4.2278, 7.1735, 8.2950], [3.8774, 6.2223, 7.4199], [2.5047, 5.8362, 7.5794], [2.4228, 4.4734, 6.9612], [2.4813, 4.5742, 5.5284], [2.3452, 3.2581, 4.8678], [2.6953, 3.4586, 3.3696], [2.4031, 2.2786, 2.6174], [2.4486, 2.5709, 1.2447], [4.0359, 6.8051, 9.3072], [3.7020, 8.0922, 8.0442], [5.2993, 7.3239, 8.2165], [1.9004, 6.5682, 7.0290], [2.2927, 5.8087, 8.6557], [1.5417, 3.9377, 7.3261], [3.3112, 3.9663, 7.3894], [3.3465, 5.0831, 5.3456], [1.2777, 3.0441, 4.9734], [2.9901, 2.5025, 5.3409], [3.7957, 3.5490, 3.3333], [2.1601, 4.3405, 3.0042], [3.4746, 2.8837, 0.9838], [1.8047, 3.4295, 1.0108], [2.2316, 1.6725, 0.6852], [-3.8348, -5.2350, -0.4551], [-3.6460, -4.0099, 0.3679], [-2.4921, -4.1635, 1.3049], [-2.4835, -2.9214, 2.0680], [-1.7529, -2.9557, 3.2182], [-3.4542, -2.7848, -0.4982], [-3.8725, -6.1290, 0.1682], [-3.0147, -5.3705, -1.1733], [-4.7543, -5.1906, -1.0426], [-4.5963, -3.9316, 0.9087], [-1.5569, -4.3880, 0.8047], [-2.8709, -4.9047, 2.0237], [-1.7122, -1.9531, 3.6386], [-0.7306, -3.3173, 3.0707], [-2.2038, -3.6139, 3.9762], [-4.0555, -3.0137, -1.3148], [-2.5213, -2.8371, -0.9645], [3.7406, 5.3667, -3.7054], [2.6204, 4.7013, -2.9358], [1.6770, 4.0194, -3.8841], [1.0553, 4.9743, -4.7356], [0.0153, 4.4111, -5.4072], [3.2526, 3.6745, -2.0286], [3.3082, 6.0579, -4.4389], [4.2437, 4.6131, -4.3191], [4.4131, 5.8883, -3.0414], [2.0723, 5.4454, -2.3582], [0.8817, 3.4725, -3.3387], [2.1282, 3.2334, -4.5325], [-0.5180, 5.1543, -5.9950], [-0.7319, 3.9779, -4.7062], [0.3555, 3.5959, -6.0690], [3.4922, 2.8836, -2.6497], [2.5262, 3.2330, -1.4499]], "forces_ev_per_angstrom": [[1.09, -0.82, -0.82], [1.43, 0.11, -0.83], [-1.19, 1.86, -0.79], [0.71, 0.16, 1.51], [0.82, 0.22, -0.42], [-1.39, -1.93, 0.47], [-1.05, 0.04, -0.26], [-0.02, 0.22, -0.19], [-0.58, 0.91, -0.75], [0.50, 0.43, 1.43], [-1.29, 0.28, -0.26], [-0.41, 0.90, 0.84], [0.35, 0.96, 0.38], [0.71, -0.59, 0.77], [0.81, -0.48, 0.59], [0.42, -0.26, 0.16], [0.35, -0.08, 0.46], [0.48, -0.05, 0.23], [-0.10, -0.30, -0.04], [0.13, -0.41, 0.07], [0.18, -0.16, -0.15], [0.35, -0.14, -0.29], [0.04, -0.63, -0.58], [-0.13, -0.51, -0.63], [0.28, 0.12, -0.49], [-0.15, -0.17, -0.43], [0.11, -0.37, -0.04], [-0.45, 0.01, -0.23], [-0.49, 0.18, -0.32], [-0.51, 0.23, -0.15], [-0.20, -0.42, -0.05], [0.26, 0.27, -0.32], [-0.54, -0.42, 1.90], [0.04, -2.54, -0.47], [-0.75, 1.50, -0.48], [0.15, -0.29, 0.25], [-0.66, 0.42, 0.24], [2.24, -0.92, -0.68], [-0.66, 0.06, 1.10], [0.00, -0.03, 0.20], [0.01, 0.05, -0.14], [0.11, 0.31, -0.18], [-0.24, 0.26, -0.35], [0.46, 0.31, -0.50], [0.50, 0.24, -0.30], [0.19, 0.60, -0.19], [0.14, -0.03, 0.69], [-0.09, -0.02, 0.20], [-0.38, 0.33, -0.14], [-0.27, 0.05, -0.28], [-0.14, 0.43, -0.17], [-0.07, -0.18, 0.07], [-0.18, -0.04, -0.34], [0.07, 0.07, 0.01], [0.96, 1.28, 1.23], [-1.01, -2.26, -1.79], [0.85, 0.31, -0.29], [0.21, -0.26, 0.90], [-0.04, -0.25, -0.19], [0.25, 1.57, -0.64], [0.66, -1.33, 1.20], [-0.88, 0.40, 0.64], [1.12, 0.53, -0.02], [-0.16, 0.53, 0.35], [-0.05, 0.53, 0.55], [0.18, 0.26, -0.05], [-0.30, -0.09, 0.37], [-0.28, 0.05, -0.17], [-0.15, 0.05, -0.34], [-0.31, -0.30, -0.17], [-0.08, -0.47, -0.48], [0.18, -0.50, -0.02], [-0.27, -0.15, -0.20], [-0.31, 0.71, -0.22], [0.17, -0.07, -0.15], [-0.20, -0.05, -0.15], [-0.22, -0.31, -0.21], [-0.38, -0.11, -0.14], [0.39, -0.99, -1.05], [-0.04, 0.30, -0.99], [-1.91, 0.71, 1.36], [-0.73, -0.10, -2.23], [1.23, -0.19, 2.30], [-0.71, -1.46, -0.42], [-0.09, -0.02, -0.02], [-0.03, -0.02, 0.16], [-0.03, 0.01, 0.12], [0.27, 0.60, 0.34], [0.31, 0.11, 0.20], [0.93, -0.34, -0.16], [0.07, 0.05, 0.03], [-0.01, 0.15, -0.25], [-0.10, 0.06, -0.16], [0.06, 0.97, 0.65], [-0.50, 0.35, 0.79], [-0.63, 0.15, -0.78], [1.05, -0.98, 0.25], [-1.16, -0.41, -0.63], [1.16, 0.59, 1.05], [-1.55, -1.03, -0.62], [-0.96, -0.37, -0.56], [0.13, 0.11, 0.28], [0.31, 0.02, 0.31], [0.32, 0.02, 0.04], [0.00, -0.12, 0.20], [0.17, 0.25, 0.13], [0.37, 0.41, 0.40], [0.21, 0.16, -0.11], [0.22, 0.04, -0.21], [-0.14, 0.12, 0.00], [0.31, 0.54, 0.33], [0.16, 0.47, -0.08]]}

4.
{"formula": "C9H10IN4S", "method": "wB97M-V/def2-TZVPD", "lumo_energy_ev": -5.6, "e_homo_ev": -12.44, "mol_weight_g_mol": 333.2, "largest_force_ev_per_a": 5.2, "charge": 1, "gap_ev": 6.844, "elements": ["C", "C", "C", "C", "C", "C", "C", "C", "C", "N", "N", "N", "N", "S", "I", "H", "H", "H", "H", "H", "H", "H", "H", "H", "H"], "positions_angstrom": [[-4.1134, 1.1101, 1.0262], [-1.0109, 0.0971, -1.7908], [-2.1458, 0.2790, 0.6443], [-2.7484, 0.7672, -0.6045], [-0.8110, -0.1801, 0.4412], [1.5366, -1.3101, 0.9543], [2.0718, -0.4174, -0.1259], [2.2994, 1.0008, 0.1936], [2.5390, -0.9485, -1.3955], [-3.8806, 1.2927, -0.2412], [-2.2239, 0.5305, -1.7828], [-3.0377, 0.5536, 1.6253], [-0.2737, -0.1637, -0.7560], [0.0733, -0.6486, 1.8628], [4.6244, -1.5130, -0.9885], [-4.9263, 1.5142, 1.4901], [-0.4062, 0.0578, -2.7520], [1.1444, -2.3585, 0.5801], [2.3687, -1.6640, 1.5254], [3.1976, 0.9725, 0.8854], [1.5085, 1.2163, 0.9655], [2.3290, 1.7298, -0.5223], [2.5988, -0.2186, -2.2983], [2.0612, -1.9455, -1.5505], [-2.7748, 0.2463, 2.6142]], "forces_ev_per_angstrom": [[2.52, 0.20, -1.75], [1.34, 0.67, -3.27], [1.99, 0.13, -3.48], [1.96, -2.25, 3.47], [-2.18, 0.67, 1.92], [-1.67, -2.41, -1.44], [-0.82, 0.90, -0.91], [-0.66, -2.15, 4.64], [0.07, -0.68, -1.23], [-4.01, 1.30, -1.12], [-0.83, 1.00, -1.43], [2.01, -1.88, 2.88], [2.01, -1.16, 2.31], [1.56, -0.25, 0.09], [-0.43, 0.23, 0.09], [-2.01, 0.63, 1.49], [-1.34, -0.14, 0.89], [0.86, 2.18, -0.05], [0.48, 0.39, 1.22], [-0.46, 0.27, -0.91], [0.63, 0.35, -0.82], [0.39, 1.40, -2.11], [-0.35, -1.39, 1.81], [0.37, 1.04, -0.53], [-1.43, 0.95, -1.77]]}